Here is C6H11NO4S2 as an isolated structure at a distorted geometry from the OMol25 dataset. Energies are from ωB97M-V/def2-TZVPD.

The strongest force on any atom is 6.1 eV Å⁻¹. As for the HOMO-LUMO gap (alpha / beta): 0.2681 / 0.2165 Ha. As for the spin multiplicity: 3. The highest occupied orbital energy (alpha / beta) comes out at -6.7 / -8.5 eV. Its calculated total energy is -1387.00261 a.u. The calculation puts the energy above the lowest of the compared OMol25 structures with the same formula, charge and spin at 73.6 kcal/mol.

Structure (XYZ):
```
24
Properties=species:S:1:pos:R:3:lowdin_spin:R:1
C 1.86607 -1.23755 -0.13065 0.456
C 2.85448 -1.59444 -1.14018 0.090
C -1.28517 1.92080 1.61771 0.001
C -1.63728 -1.09318 -0.64958 0.004
C -0.14259 0.35115 0.29133 0.021
C 1.22493 0.08319 -0.43247 0.006
N 2.40408 1.07538 0.77208 0.181
O 2.34274 0.52233 1.82740 0.093
O 2.80442 2.04880 0.27140 0.085
O -0.11492 1.62846 0.80722 0.006
O -1.12389 0.21883 -0.62250 0.003
S 1.73956 -2.03304 1.25336 0.994
S 1.66594 0.96171 -1.91615 -0.009
H 3.26546 -2.53773 -0.77464 0.008
H 2.43943 -1.70689 -2.07081 0.014
H 3.51975 -0.74658 -1.46723 0.023
H -2.16303 2.08568 1.05773 0.000
H -0.98266 2.70330 2.22890 0.000
H -1.54484 1.01891 2.21242 0.000
H -1.97265 -1.29469 0.34486 0.001
H -0.75896 -1.74047 -0.98414 0.002
H -2.45484 -0.92502 -1.38571 0.000
H -0.14572 -0.47169 1.05234 0.017
H 1.04263 2.05262 -1.57624 0.001
```